The following is a quantum chemistry calculation of CH12NaO9 as an isolated structure at a distorted geometry, from the Open Molecules 2025 dataset.

```
23
Properties=species:S:1:pos:R:3:mulliken_charge:R:1
Na -0.0767 0.2800 0.1786 0.6589
C -2.7743 -1.5236 0.5319 0.5441
O -1.5615 -1.4355 1.0203 -0.7933
O -2.9556 -2.1417 -0.5878 -0.7801
O -3.7536 -0.8925 1.0955 -0.7992
O -1.0734 1.9573 1.8455 -0.4908
H -0.6806 2.8224 1.6733 0.2782
H -1.3932 2.0043 2.7529 0.2631
O 1.3213 -0.9245 1.9321 -0.6008
H 0.6017 -0.8355 2.5783 0.2961
H 2.0795 -1.2500 2.4308 0.2501
O 0.7264 -0.7308 -1.9637 -0.5519
H 0.1703 -1.5228 -2.0614 0.3490
H 0.5731 -0.2169 -2.7628 0.2269
O -1.2238 1.5085 -1.7676 -0.4603
H -0.8018 2.2444 -2.2257 0.2517
H -2.1731 1.6491 -1.8866 0.2708
O 2.3696 -2.7187 -0.0137 -0.6197
H 2.9325 -2.3332 -0.6929 0.3056
H 1.9113 -1.9568 0.3968 0.3822
O 1.7006 1.9804 -0.5046 -0.5643
H 2.4306 1.3999 -0.7597 0.3039
H 1.6505 2.6362 -1.2097 0.2798
```

Computed properties:
- Total energy: -24076.8946 eV
- Total charge: -1
- Max |F|: 0.0352 hartree/bohr
- Kohn-Sham gap: 2.1 eV